(1)
Formula: C7H14N2O2S2
Source: the OMol25 dataset
Level of theory: the ωB97M-V functional and the def2-TZVPD basis

Positions of all 27 atoms, in Å:
C 0.34 2.66 1.65
C 0.19 3.13 0.16
O -0.17 4.21 -0.11
N 0.59 2.29 -0.91
C 0.80 0.87 -0.82
C 1.68 0.33 0.27
S 3.39 0.84 0.62
C -0.60 0.07 -0.54
O -1.45 0.44 0.34
N -0.84 -1.05 -1.30
C -1.96 -1.94 -1.05
C -1.75 -2.69 0.28
S -0.17 -3.63 0.53
H 1.32 2.31 1.92
H 0.09 3.46 2.26
H -0.26 1.74 1.62
H 0.30 2.68 -1.79
H 1.29 0.64 -1.75
H 1.08 0.58 1.14
H 1.65 -0.74 0.16
H 3.90 -0.50 0.90
H -0.20 -1.36 -2.22
H -1.89 -2.57 -2.02
H -2.74 -1.29 -1.11
H -1.48 -2.00 0.95
H -2.50 -3.45 0.66
H -0.62 -5.03 0.13

* LUMO level: 0.0075 Eh
* E: -1331.41659 Eh
* orbital gap: 9.53 eV
* relative energy (zero: lowest compared OMol25 entry of this formula, charge and spin): 58.4 kcal per mole
* charge: 0


(2)
Formula: C33H69BF8N5O7P2S2
Source: the OMol25 dataset
Level of theory: the ωB97M-V functional and the def2-TZVPD basis

Positions of all 127 atoms, in Å:
C 1.33 4.30 5.13
C 1.99 3.04 4.58
S 2.50 3.05 2.83
C 1.30 4.06 1.95
C 0.13 3.30 1.29
C -0.87 3.00 2.44
C -1.68 4.18 3.00
O -2.65 3.68 3.92
C -3.91 3.40 3.33
C -4.56 2.34 4.20
F -3.80 1.23 4.22
F -4.61 2.82 5.46
C -6.03 1.91 3.84
F -6.64 1.59 4.98
F -6.02 0.81 3.07
C -6.93 2.99 3.17
F -6.84 4.11 3.89
F -8.20 2.55 3.28
C -6.72 3.27 1.66
F -6.39 4.58 1.48
F -5.70 2.53 1.15
N -0.64 4.16 0.26
P -0.36 5.97 -0.06
O 1.17 5.83 -0.54
O -0.29 6.58 1.41
C -0.56 3.44 -1.07
C -1.49 3.97 -2.16
C -2.83 4.61 -1.79
C -3.73 4.73 -3.03
O -3.53 3.85 -0.78
C -0.54 1.91 -0.76
N 0.08 1.35 -1.92
C -0.18 0.37 -2.69
C 0.02 -1.06 -2.24
C -0.56 0.55 -4.13
B -2.00 1.23 -0.54
O -2.89 1.14 -1.58
O -2.37 0.71 0.65
C -3.41 -0.27 0.70
C 0.46 1.97 0.51
S 0.40 0.52 1.61
P 2.23 1.76 -0.35
N 3.21 0.94 0.73
O 2.91 3.27 -0.34
H 1.63 5.21 4.59
H 1.55 4.40 6.19
H 0.25 4.22 5.06
H 1.35 2.17 4.74
H 2.91 2.85 5.12
H 0.91 4.78 2.66
H 1.90 4.61 1.23
H -1.59 2.24 2.14
H -0.32 2.58 3.28
H -1.08 4.88 3.57
H -2.19 4.77 2.23
H -3.76 3.00 2.33
H -4.50 4.32 3.33
H -7.63 3.07 1.10
H -1.64 4.15 0.48
H 1.36 6.50 -1.22
H 0.52 6.42 1.92
H 0.45 3.65 -1.42
H -0.96 4.74 -2.73
H -1.61 3.14 -2.87
H -2.68 5.62 -1.40
H -4.47 3.93 -2.98
H -3.17 4.62 -3.96
H -4.29 5.66 -3.01
H -3.69 4.40 0.00
H -0.26 -1.77 -3.02
H -0.55 -1.25 -1.33
H 1.10 -1.16 -2.06
H -0.49 1.60 -4.42
H 0.08 -0.02 -4.81
H -1.59 0.20 -4.25
H -2.64 1.66 -2.34
H -4.39 0.18 0.58
H -3.36 -0.74 1.68
H -3.24 -1.04 -0.05
H 0.53 -0.40 0.66
H 3.90 1.50 1.21
H 3.63 0.16 0.23
H 2.86 3.64 -1.23
C -1.53 -4.97 -2.05
C -0.67 -5.40 -3.23
N 0.69 -5.80 -2.91
C 1.52 -5.93 -4.10
C 1.12 -7.00 -5.12
C 0.82 -6.86 -1.92
C 0.07 -8.18 -2.17
H -1.05 -4.18 -1.46
H -2.47 -4.57 -2.43
H -1.76 -5.80 -1.39
H -0.59 -4.56 -3.93
H -1.22 -6.20 -3.76
H 2.55 -6.10 -3.78
H 1.53 -4.96 -4.60
H 1.33 -8.01 -4.76
H 1.70 -6.86 -6.04
H 0.07 -6.94 -5.39
H 0.49 -6.47 -0.95
H 1.88 -7.07 -1.78
H -0.98 -8.01 -2.43
H 0.08 -8.78 -1.26
H 0.53 -8.77 -2.95
C 7.45 -5.31 0.95
C 6.34 -4.32 1.28
N 6.03 -3.43 0.18
C 5.23 -2.29 0.57
C 3.81 -2.57 1.07
C 5.67 -4.07 -1.07
C 4.49 -5.05 -1.08
H 8.33 -4.79 0.57
H 7.73 -5.86 1.85
H 7.14 -6.04 0.20
H 6.66 -3.71 2.13
H 5.45 -4.88 1.63
H 5.18 -1.60 -0.29
H 5.77 -1.74 1.35
H 3.15 -2.88 0.27
H 3.38 -1.66 1.51
H 3.80 -3.33 1.85
H 6.55 -4.61 -1.43
H 5.50 -3.29 -1.82
H 4.55 -5.78 -0.27
H 4.49 -5.61 -2.02
H 3.53 -4.54 -1.01

* LUMO level: -0.0951 Eh
* E: -4401.94678 Eh
* orbital gap: 7.00 eV
* charge: +1


(3)
Formula: C35H47BrCdIN7O7S3Si
Source: the OMol25 dataset
Level of theory: the ωB97M-V functional and the def2-TZVPD basis

Positions of all 103 atoms, in Å:
Cd -0.33 0.42 -0.45
C -0.09 2.54 2.73
C -0.70 3.18 1.52
C -1.23 4.45 1.57
C -1.82 4.96 0.41
C -1.90 4.20 -0.73
C -1.37 2.89 -0.73
N -0.74 2.45 0.40
N -1.42 1.98 -1.72
Si -2.48 1.97 -3.07
C -4.19 1.39 -2.55
C -2.68 3.62 -3.96
C -1.84 0.73 -4.31
H 0.92 2.90 2.92
H -0.05 1.45 2.60
H -0.69 2.76 3.62
H -1.20 5.03 2.48
H -2.23 5.96 0.41
H -2.37 4.59 -1.62
H -4.59 2.00 -1.73
H -4.17 0.35 -2.23
H -4.90 1.46 -3.38
H -3.43 4.25 -3.48
H -3.01 3.44 -4.98
H -1.75 4.18 -4.01
H -1.82 -0.27 -3.87
H -0.84 0.96 -4.66
H -2.51 0.69 -5.17
O -2.32 -1.77 2.83
C -2.68 -2.90 2.17
C -3.55 -3.78 2.81
C -3.97 -4.93 2.17
C -3.52 -5.23 0.89
C -2.65 -4.36 0.26
C -2.21 -3.19 0.89
C -1.27 -2.26 0.20
O -0.74 -1.33 0.92
N -1.07 -2.46 -1.08
N -0.15 -1.58 -1.64
C 0.10 -1.88 -2.85
S 1.30 -1.00 -3.77
C 1.41 -2.26 -5.08
C 0.01 -2.80 -5.29
S -0.68 -3.23 -3.66
H -1.73 -1.28 2.22
H -3.90 -3.52 3.80
H -4.65 -5.60 2.68
H -3.84 -6.13 0.39
H -2.28 -4.57 -0.74
H 2.09 -3.05 -4.76
H 1.81 -1.77 -5.97
H 0.01 -3.70 -5.90
H -0.63 -2.04 -5.75
C -0.14 0.04 5.03
C 0.65 -0.93 4.16
S 2.35 -0.94 4.69
O 2.93 0.34 4.38
O 2.43 -1.46 6.03
C 3.12 -2.14 3.61
C 4.12 -1.45 2.71
N 3.42 -0.53 1.84
C 2.51 -0.87 0.89
N 1.92 0.21 0.40
C 2.45 1.28 1.05
C 3.37 0.84 1.93
N 4.24 1.63 2.75
O 5.27 1.13 3.14
O 3.88 2.77 2.97
C 2.24 -2.26 0.44
H -1.18 0.04 4.70
H 0.25 1.05 4.94
H -0.11 -0.26 6.07
H 0.66 -0.63 3.11
H 0.28 -1.95 4.24
H 2.34 -2.64 3.05
H 3.61 -2.87 4.25
H 4.67 -2.19 2.11
H 4.84 -0.88 3.29
H 2.16 2.30 0.83
H 3.14 -2.87 0.48
H 1.87 -2.22 -0.58
H 1.46 -2.72 1.05
Br 3.42 1.69 -5.67
C 4.32 1.19 -4.07
C 5.52 0.50 -4.20
C 6.23 0.13 -3.07
C 5.74 0.45 -1.82
C 4.55 1.14 -1.69
C 3.82 1.50 -2.82
I 2.00 2.47 -2.53
H 5.89 0.27 -5.19
H 7.16 -0.40 -3.18
H 6.30 0.18 -0.93
H 4.17 1.39 -0.71
C -5.23 0.98 1.48
C -3.81 1.45 1.25
O -3.02 0.45 0.61
H -5.83 1.78 1.92
H -5.24 0.12 2.14
H -5.70 0.69 0.54
H -3.31 1.65 2.19
H -3.79 2.37 0.66
H -3.42 0.25 -0.24

* LUMO level: -0.0118 Eh
* E: -6795.41102 Eh
* orbital gap: 7.28 eV
* relative energy (zero: lowest compared OMol25 entry of this formula, charge and spin): 4.4 kcal per mole
* charge: 0


(4)
Formula: C3H7NO
Source: the OMol25 dataset
Level of theory: the ωB97M-V functional and the def2-TZVPD basis

Positions of all 12 atoms, in Å:
C 1.31 -1.26 -0.20
C 0.43 -0.40 0.66
C -1.34 0.85 0.51
O -0.82 -0.28 -0.05
N -1.68 1.67 -0.47
H 2.30 -1.35 0.25
H 0.86 -2.25 -0.32
H 1.40 -0.79 -1.18
H 0.89 0.58 0.79
H 0.23 -0.79 1.67
H -1.93 2.60 -0.20
H -1.64 1.43 -1.46

* LUMO level: 0.0417 Eh
* E: -248.42576 Eh
* orbital gap: 9.53 eV
* relative energy (zero: lowest compared OMol25 entry of this formula, charge and spin): 63.2 kcal per mole
* charge: 0


(5)
Formula: C4H13N2OS
Source: the OMol25 dataset
Level of theory: the ωB97M-V functional and the def2-TZVPD basis

Positions of all 21 atoms, in Å:
N 0.80 -1.18 -1.53
C 0.79 -0.64 -0.16
C 1.69 -1.34 0.75
S 1.26 -3.19 0.76
C -0.65 -0.43 0.39
N -1.28 0.56 -0.59
C -2.72 0.75 -0.37
H 1.70 -1.43 -1.74
H 0.29 -1.98 -1.65
H 1.17 0.42 -0.08
H 2.67 -1.20 0.32
H 1.72 -1.05 1.84
H -0.61 0.20 1.41
H -1.23 -1.37 0.67
H -1.05 0.33 -1.49
H -2.67 1.72 0.24
H -3.44 -0.16 -0.04
H -3.13 1.13 -1.26
H 2.22 3.07 0.24
H 0.99 2.55 1.33
O 1.48 3.25 0.97

* LUMO level: 0.1259 Eh
* E: -743.09565 Eh
* orbital gap: 5.95 eV
* relative energy (zero: lowest compared OMol25 entry of this formula, charge and spin): 52.4 kcal per mole
* charge: -1


(6)
Formula: C47H80ClN15O31S
Source: the OMol25 dataset
Level of theory: the ωB97M-V functional and the def2-TZVPD basis

Positions of all 175 atoms, in Å:
C 1.16 -0.12 -6.12
C 2.35 -1.08 -5.94
C 2.04 -2.35 -5.12
C 2.63 -2.34 -3.70
C 1.77 -1.78 -2.60
C 2.23 -1.89 -1.29
C 1.55 -1.40 -0.19
C 2.12 -1.56 1.19
C 3.66 -1.46 1.29
C 4.40 -2.65 1.93
C 3.81 -3.03 3.28
S 4.90 -4.06 4.30
C 4.66 -5.68 3.77
N 5.05 -6.70 4.46
N 4.75 -7.82 3.73
C 4.19 -7.41 2.65
O 4.09 -6.07 2.59
C 0.33 -0.76 -0.45
C -0.14 -0.63 -1.75
C 0.57 -1.13 -2.82
C -1.40 0.11 -1.99
O -1.51 0.81 -2.98
C -2.47 -0.01 -0.95
C -3.83 0.06 -1.27
C -4.32 0.18 -2.69
C -3.73 -0.85 -3.69
C -4.81 -1.65 -4.45
C -4.51 -1.73 -5.95
O -5.69 -1.87 -6.76
C -6.07 -0.75 -7.43
C -6.33 0.48 -6.60
O -6.24 -0.79 -8.61
C -4.73 0.03 -0.20
C -6.23 0.18 -0.33
C -7.04 -1.07 0.11
C -7.91 -1.52 -1.07
C -7.99 -0.67 1.25
C -4.27 -0.15 1.10
C -2.92 -0.25 1.38
Cl -2.48 -0.50 3.04
C -2.00 -0.15 0.35
C -0.53 -0.16 0.61
O -0.08 0.36 1.61
H 1.19 0.73 -5.43
H 1.16 0.28 -7.13
H 0.21 -0.63 -6.00
H 2.65 -1.40 -6.94
H 3.18 -0.53 -5.50
H 0.97 -2.50 -5.06
H 2.46 -3.21 -5.64
H 3.52 -1.71 -3.71
H 2.99 -3.33 -3.41
H 3.18 -2.39 -1.11
H 1.70 -0.83 1.86
H 1.78 -2.53 1.57
H 4.11 -1.25 0.32
H 3.89 -0.61 1.92
H 5.41 -2.29 2.12
H 4.49 -3.50 1.26
H 2.85 -3.54 3.18
H 3.64 -2.13 3.87
H 3.85 -8.05 1.86
H 0.17 -1.01 -3.81
H -4.18 1.20 -3.04
H -5.38 0.00 -2.67
H -3.03 -1.52 -3.21
H -3.16 -0.29 -4.43
H -4.88 -2.65 -4.04
H -5.79 -1.19 -4.34
H -3.91 -2.62 -6.16
H -3.91 -0.88 -6.27
H -7.15 1.03 -7.06
H -6.65 0.18 -5.61
H -5.44 1.10 -6.54
H -6.50 1.01 0.32
H -6.53 0.49 -1.33
H -6.39 -1.87 0.43
H -7.31 -1.61 -1.98
H -8.41 -2.46 -0.86
H -8.64 -0.74 -1.26
H -7.44 -0.36 2.14
H -8.68 -1.48 1.48
H -8.55 0.20 0.92
H -4.98 -0.22 1.91
C -4.81 4.80 1.21
N -5.72 3.67 0.88
O -6.50 3.30 1.73
O -5.61 3.20 -0.23
H -5.01 5.12 2.22
H -3.79 4.44 1.10
H -5.00 5.60 0.49
C 1.38 -5.52 0.80
N 0.68 -5.29 -0.49
O 1.32 -4.81 -1.40
O -0.50 -5.59 -0.54
H 2.41 -5.19 0.70
H 0.86 -4.96 1.57
H 1.33 -6.59 1.01
C 0.34 3.42 2.66
N 0.99 4.75 2.64
O 0.49 5.65 3.30
O 1.98 4.88 1.96
H -0.53 3.46 3.30
H 0.05 3.18 1.63
H 1.06 2.69 3.03
C -3.12 -4.18 -1.32
N -4.60 -4.04 -1.27
O -5.23 -4.30 -2.27
O -5.08 -3.67 -0.22
H -2.83 -4.52 -2.30
H -2.69 -3.21 -1.09
H -2.84 -4.90 -0.56
C 2.67 7.06 4.79
N 3.67 7.73 5.67
O 4.61 7.07 6.08
O 3.49 8.90 5.93
H 2.98 6.03 4.65
H 1.71 7.13 5.27
H 2.66 7.60 3.84
C -2.50 3.49 -4.71
N -3.99 3.57 -4.65
O -4.62 3.27 -5.64
O -4.48 3.93 -3.60
H -2.22 3.15 -5.70
H -2.11 4.48 -4.51
H -2.19 2.79 -3.95
C -3.02 -8.60 -3.21
N -2.11 -7.42 -3.17
O -2.61 -6.32 -3.33
O -0.94 -7.64 -2.99
H -4.03 -8.24 -3.39
H -2.68 -9.24 -4.02
H -2.94 -9.10 -2.26
C -0.33 8.16 -3.71
N -1.13 6.96 -4.06
O -1.86 6.49 -3.20
O -1.01 6.52 -5.18
H -0.55 8.43 -2.68
H 0.71 7.90 -3.85
H -0.62 8.95 -4.40
C 3.01 0.62 5.96
N 2.28 1.03 4.73
O 2.92 1.52 3.81
O 1.08 0.85 4.71
H 4.06 0.83 5.84
H 2.60 1.17 6.80
H 2.82 -0.45 6.09
C 4.54 2.08 1.21
N 5.52 1.64 0.17
O 5.09 1.04 -0.79
O 6.68 1.92 0.36
H 3.55 1.76 0.90
H 4.83 1.62 2.14
H 4.60 3.16 1.28
C 7.07 8.30 8.03
N 8.15 7.46 8.63
O 7.96 7.00 9.74
O 9.14 7.29 7.96
H 6.25 8.36 8.75
H 7.49 9.28 7.83
H 6.75 7.82 7.12
C 4.71 3.82 9.33
N 4.61 2.67 8.39
O 3.87 1.76 8.69
O 5.29 2.72 7.39
H 4.05 3.63 10.17
H 5.75 3.89 9.65
H 4.42 4.71 8.78
C 6.91 -6.20 -0.35
N 7.38 -4.79 -0.38
O 6.74 -3.96 0.25
O 8.38 -4.56 -1.03
H 6.02 -6.24 0.27
H 6.70 -6.49 -1.37
H 7.72 -6.80 0.07

* LUMO level: -0.0302 Eh
* E: -5849.83247 Eh
* orbital gap: 8.33 eV
* charge: 0


Q: LUMO level of number 3 (C35H47BrCdIN7O7S3Si)?
A: -0.0118 Eh


Q: Which formula does entry 5 have?
A: C4H13N2OS


What did the fourth record say?
Formula: C3H7NO
Source: the OMol25 dataset
Level of theory: the ωB97M-V functional and the def2-TZVPD basis

Positions of all 12 atoms, in Å:
C 1.31 -1.26 -0.20
C 0.43 -0.40 0.66
C -1.34 0.85 0.51
O -0.82 -0.28 -0.05
N -1.68 1.67 -0.47
H 2.30 -1.35 0.25
H 0.86 -2.25 -0.32
H 1.40 -0.79 -1.18
H 0.89 0.58 0.79
H 0.23 -0.79 1.67
H -1.93 2.60 -0.20
H -1.64 1.43 -1.46

* LUMO level: 0.0417 Eh
* E: -248.42576 Eh
* orbital gap: 9.53 eV
* relative energy (zero: lowest compared OMol25 entry of this formula, charge and spin): 63.2 kcal per mole
* charge: 0


Q: E of number 1 (C7H14N2O2S2)?
A: -1331.41659 Eh